(1)
The following is a quantum chemistry calculation of an isolated molecule of C17H26N4O4 at a distorted geometry, from the OMol25 dataset.

Its SMILES is CCCCCCC[C@]1(C)NC(=O)N(CC(=O)Nc2cc(C)on2)C1=O. The energy above the lowest of the compared OMol25 structures with the same formula, charge and spin comes out at 233.9 kJ/mol. For the largest force on an atom, the calculation gives 0.02622 Eh/bohr. As for the electronic energy: -1183.43040 Ha.

The geometry in ORCA input format:
```
! wB97M-V def2-TZVPD RIJCOSX def2/J DEFGRID3
* xyz 0 1
C 0.0759 8.3000 -3.7574
C -0.4159 7.1694 -2.8621
C 0.7267 6.2609 -2.4148
C 0.2407 5.1264 -1.5164
C 1.3847 4.2197 -1.0692
C 0.8899 3.0834 -0.1767
C 2.0464 2.1983 0.2820
C 1.6057 0.9305 1.0378
C 0.7513 1.2417 2.2671
N 2.7622 0.1306 1.3837
C 2.8086 -1.0643 0.7587
O 3.6644 -1.9030 0.7956
N 1.6142 -1.1518 0.0077
C 1.3038 -2.3050 -0.8064
C 0.2140 -3.2027 -0.1976
O 0.4097 -4.3626 0.0708
N -0.9681 -2.5542 -0.0285
C -2.1054 -3.1117 0.5165
C -2.3331 -4.4442 0.9526
C -3.6249 -4.4177 1.3909
C -4.5002 -5.4638 1.9716
O -4.1241 -3.1793 1.2318
N -3.1777 -2.3737 0.6900
C 0.8590 -0.0287 0.1161
O -0.2129 0.1512 -0.4184
H 0.8021 8.9156 -3.2308
H -0.7526 8.9339 -4.0646
H 0.5513 7.9000 -4.6505
H -1.1575 6.5757 -3.4012
H -0.9068 7.5908 -1.9820
H 1.2170 5.8396 -3.2956
H 1.4694 6.8553 -1.8770
H -0.5003 4.5308 -2.0537
H -0.2509 5.5484 -0.6368
H 1.8779 3.8024 -1.9501
H 2.1250 4.8130 -0.5264
H 0.1655 2.4801 -0.7247
H 0.3848 3.5089 0.6913
H 2.6305 1.8881 -0.5889
H 2.7084 2.7693 0.9386
H 0.6269 0.3432 2.8678
H -0.2294 1.5857 1.9520
H 1.2262 2.0089 2.8737
H 3.5176 0.4667 1.9551
H 0.9743 -1.9678 -1.7944
H 2.2213 -2.8934 -0.8903
H -1.0519 -1.5729 -0.2906
H -1.6398 -5.2557 0.9313
H -4.8195 -5.1730 2.9711
H -5.3913 -5.5883 1.3585
H -3.9619 -6.4048 2.0235
*
```



(2)
The following is a quantum chemistry calculation of C11H24BiIO3P2 as an isolated structure at a distorted geometry, from the OMol25 dataset.

The energy above the lowest of the compared OMol25 structures with the same formula, charge and spin comes out at 0.0 kJ/mol. For the largest force on an atom, the calculation gives 0.07143 Eh/bohr. As for the electronic energy: -1853.64643 Ha.

The geometry in ORCA input format:
```
! wB97M-V def2-TZVPD RIJCOSX def2/J DEFGRID3
* xyz 2 1
C 0.2724 -0.7892 -3.6053
C 0.2901 0.2040 -2.4868
H 0.2945 -0.2627 -4.5748
H -0.6390 -1.4142 -3.5567
H 1.1527 -1.4545 -3.5361
O 0.3184 1.4237 -2.5838
I 0.4083 -1.0556 3.3073
Bi 0.2662 -0.5975 -0.3111
P 2.9603 -0.3643 -0.1103
C 3.5993 1.2332 0.4569
C 3.6852 -1.5906 1.0197
H 4.7325 -1.7786 0.7379
H 4.8632 -0.6821 -1.5473
H 3.1221 -2.5320 0.9524
H 3.4521 -1.6278 -2.1242
H 3.1718 1.4814 1.4363
H 3.6363 -1.2244 2.0541
C 3.7753 -0.6611 -1.7103
H 4.6928 1.1558 0.5430
H 3.5248 0.1361 -2.4245
H 3.3474 2.0225 -0.2619
P -2.4225 -0.2007 -0.2791
C -3.0617 1.4429 0.1717
C -3.1856 -0.5577 -1.8927
H -2.6924 -2.3447 0.8045
H -4.2647 -1.5279 0.5667
H -3.1784 -1.0331 1.9114
C -3.2158 -1.3791 0.8680
H -2.8593 -1.5425 -2.2567
H -4.2796 -0.5641 -1.7769
H -4.1489 1.3781 0.3285
H -2.8711 2.1447 -0.6512
H -2.9039 0.2055 -2.6315
H -2.5794 1.8241 1.0831
C 0.3336 1.8657 0.2710
O 0.4884 2.9995 0.2172
C -2.0272 0.7813 3.8488
C -0.7087 0.8041 3.1642
O -0.2492 1.7428 2.5245
H -2.1172 -0.1169 4.4660
H -2.8420 0.7826 3.1045
H -2.1409 1.6735 4.4833
*
```



(3)
The following is a quantum chemistry calculation of a 13-piece molecular cluster, H26O13 overall at a distorted geometry, from the OMol25 dataset.

The energy above the lowest of the compared OMol25 structures with the same formula, charge and spin comes out at 103.5 kJ/mol. For the largest force on an atom, the calculation gives 0.04597 Eh/bohr. As for the electronic energy: -993.32390 Ha.

The geometry in ORCA input format:
```
! wB97M-V def2-TZVPD RIJCOSX def2/J DEFGRID3
* xyz 1 2
O -0.4057 0.2010 -3.6849
H -1.1934 0.3637 -3.1659
H -0.5863 -0.6189 -4.1446
O 3.0037 1.7911 -0.6831
H 3.1380 2.5044 -0.0590
H 2.2240 1.3366 -0.3640
O -1.4096 0.2053 3.1784
H -2.1984 0.5476 3.5990
H -1.1165 0.9136 2.6052
O -0.1572 -1.9809 3.3281
H -0.4619 -1.1666 2.9278
H -0.3013 -2.6472 2.6561
O 2.0104 0.8748 2.1719
H 1.4016 0.8106 1.4361
H 2.4137 0.0084 2.2260
O -2.6694 0.8271 -2.4709
H -2.9111 0.3216 -3.2469
H -3.2769 1.5668 -2.4674
O 2.3969 -1.9230 -1.4190
H 3.1973 -2.1592 -1.8878
H 2.1466 -1.0743 -1.7840
O 2.3828 0.5429 -2.9669
H 1.4463 0.7410 -2.9731
H 2.7424 1.1045 -2.2803
O 0.3558 0.1302 -0.3994
H -0.1373 0.4477 -1.1558
H -0.2970 0.0497 0.2961
O -3.1033 -2.6711 0.4554
H -3.2112 -2.7232 1.4050
H -2.5406 -1.9089 0.3192
O -0.8612 2.3445 1.4689
H -0.9661 2.9370 2.2133
H -0.2691 2.8068 0.8757
O 2.4955 -1.7327 1.3527
H 2.4027 -1.7873 0.4015
H 1.9098 -2.4103 1.6903
O -2.2609 0.2303 0.3212
H -3.0108 0.6009 0.7866
H -2.3220 0.5955 -0.5615
*
```



(4)
The following is a quantum chemistry calculation of an isolated molecule of C23H29N3O4, from the OMol25 dataset.

Its SMILES is COCCC(=O)N1CCC(Oc2ccc(C(=O)NCc3cccc(C)n3)cc2)CC1. The energy above the lowest of the compared OMol25 structures with the same formula, charge and spin comes out at 107.9 kJ/mol. For the largest force on an atom, the calculation gives 0.01426 Eh/bohr. As for the electronic energy: -1359.09816 Ha.

The geometry in ORCA input format:
```
! wB97M-V def2-TZVPD RIJCOSX def2/J DEFGRID3
* xyz 0 1
C -6.7473 -2.5118 -0.6070
O -5.6682 -1.8053 -1.1819
C -6.0527 -0.7302 -2.0048
C -6.6625 0.4680 -1.2454
C -6.1820 0.5547 0.2006
O -6.9470 0.2861 1.1113
N -4.9195 0.9678 0.4362
C -3.8753 1.1904 -0.5325
C -2.8994 0.0100 -0.5286
C -2.3018 -0.1549 0.8756
O -1.5281 0.9771 1.2450
C -0.2760 1.1498 0.7513
C 0.4065 0.2598 -0.0737
C 1.6957 0.5444 -0.4885
C 2.3279 1.7199 -0.1039
C 3.7046 2.0897 -0.5347
O 4.0812 3.2470 -0.5988
N 4.5015 1.0480 -0.8737
C 5.9014 1.2331 -1.1595
C 6.7281 0.1539 -0.5139
C 8.1152 0.2329 -0.4766
C 8.8161 -0.8024 0.1189
C 8.1152 -1.8711 0.6509
C 6.7262 -1.8689 0.5671
C 5.9092 -2.9950 1.1189
N 6.0618 -0.8749 -0.0062
C 1.6314 2.6189 0.7030
C 0.3556 2.3378 1.1319
C -3.4287 -0.2799 1.9053
C -4.3991 0.8950 1.7872
H -7.2904 -1.9015 0.1187
H -6.3108 -3.3711 -0.1012
H -7.4407 -2.8592 -1.3820
H -5.1343 -0.4381 -2.5200
H -6.7728 -1.0765 -2.7623
H -7.7459 0.3509 -1.1853
H -6.4508 1.3923 -1.7830
H -4.2892 1.3455 -1.5265
H -3.3344 2.0984 -0.2397
H -2.1091 0.1903 -1.2589
H -3.4307 -0.9057 -0.7911
H -1.6797 -1.0603 0.9178
H -0.0517 -0.6602 -0.4023
H 2.1922 -0.1552 -1.1450
H 4.2706 0.1043 -0.5950
H 6.1995 2.2252 -0.8019
H 6.0713 1.2100 -2.2461
H 8.6243 1.0845 -0.9000
H 9.8950 -0.7748 0.1700
H 8.6289 -2.6936 1.1244
H 4.8519 -2.7732 1.0076
H 6.1356 -3.1455 2.1728
H 6.1373 -3.9191 0.5900
H 2.1181 3.5405 0.9834
H -0.1847 3.0229 1.7662
H -3.0034 -0.3042 2.9086
H -3.9652 -1.2119 1.7235
H -5.2422 0.7665 2.4668
H -3.8789 1.8290 2.0166
*
```